{"formula": "C64H152N10O35", "method": "the ωB97M-V functional and the def2-TZVPD basis", "species": ["C", "O", "C", "C", "O", "C", "C", "O", "C", "H", "H", "H", "H", "H", "H", "H", "H", "H", "H", "H", "H", "H", "H", "C", "O", "C", "C", "O", "C", "C", "O", "C", "H", "H", "H", "H", "H", "H", "H", "H", "H", "H", "H", "H", "H", "H", "C", "O", "C", "C", "O", "C", "C", "O", "C", "H", "H", "H", "H", "H", "H", "H", "H", "H", "H", "H", "H", "H", "H", "C", "O", "C", "C", "O", "C", "C", "O", "C", "H", "H", "H", "H", "H", "H", "H", "H", "H", "H", "H", "H", "H", "H", "C", "O", "C", "C", "O", "C", "C", "O", "C", "H", "H", "H", "H", "H", "H", "H", "H", "H", "H", "H", "H", "H", "H", "C", "O", "C", "C", "O", "C", "C", "O", "C", "H", "H", "H", "H", "H", "H", "H", "H", "H", "H", "H", "H", "H", "H", "C", "O", "C", "C", "O", "C", "C", "O", "C", "H", "H", "H", "H", "H", "H", "H", "H", "H", "H", "H", "H", "H", "H", "C", "N", "O", "O", "H", "H", "H", "C", "N", "O", "O", "H", "H", "H", "C", "N", "O", "O", "H", "H", "H", "C", "N", "O", "O", "H", "H", "H", "C", "C", "O", "N", "C", "H", "H", "H", "H", "H", "H", "H", "C", "C", "O", "N", "C", "H", "H", "H", "H", "H", "H", "H", "C", "C", "O", "N", "C", "H", "H", "H", "H", "H", "H", "H", "C", "C", "O", "N", "C", "H", "H", "H", "H", "H", "H", "H", "C", "C", "O", "N", "C", "H", "H", "H", "H", "H", "H", "H", "C", "C", "O", "N", "C", "H", "H", "H", "H", "H", "H", "H"], "xyz": [[7.7475, -1.3925, 0.0215], [6.4485, -1.3763, 0.5639], [5.7280, -0.2774, 0.0833], [5.0656, -0.4968, -1.3064], [6.0894, -0.2349, -2.2342], [5.8650, -0.7431, -3.5415], [4.4639, -0.4887, -4.0997], [4.0841, 0.8803, -4.0675], [2.7487, 0.9879, -4.4977], [7.8926, -1.3969, -1.0637], [8.1944, -2.2920, 0.4488], [8.2903, -0.5728, 0.4692], [6.4666, 0.5144, 0.0282], [5.0843, 0.0841, 0.8877], [4.2642, 0.2318, -1.4567], [4.7045, -1.5277, -1.4439], [5.9669, -1.8488, -3.5196], [6.6164, -0.2574, -4.1804], [3.7586, -1.1709, -3.5699], [4.4039, -0.7667, -5.1572], [2.3884, 2.0055, -4.3274], [2.1741, 0.2466, -3.9119], [2.5386, 0.6740, -5.5358], [0.0622, 2.6999, 2.9472], [-0.9574, 3.4452, 3.6446], [-1.4688, 2.7127, 4.7793], [-0.4474, 2.4720, 5.8704], [-0.2347, 3.6328, 6.6272], [0.6960, 4.5791, 6.0325], [1.2843, 5.3822, 7.1519], [2.1934, 4.5522, 7.8741], [2.6985, 5.1843, 9.0320], [0.9633, 2.4760, 3.5163], [0.3038, 3.2538, 2.0549], [-0.3981, 1.7081, 2.7354], [-1.7716, 1.7066, 4.4507], [-2.2770, 3.3676, 5.1725], [0.5568, 2.1564, 5.5685], [-0.7628, 1.6282, 6.4821], [0.1579, 5.2100, 5.3299], [1.5552, 4.0419, 5.5260], [0.4254, 5.6931, 7.7895], [1.8256, 6.2990, 6.7813], [1.8735, 5.5471, 9.6607], [3.2981, 6.0880, 8.7541], [3.3064, 4.4515, 9.5743], [-1.7079, 5.4238, 0.6073], [-2.4812, 5.9849, -0.4189], [-2.9186, 7.2896, -0.0490], [-3.7309, 7.8922, -1.1342], [-2.8957, 8.2345, -2.2241], [-3.5458, 8.7996, -3.3243], [-2.5886, 9.6396, -4.1229], [-2.2426, 10.8224, -3.4464], [-1.3641, 11.6507, -4.2021], [-2.3268, 5.3768, 1.5176], [-0.7927, 5.9929, 0.7722], [-1.4307, 4.4330, 0.2573], [-2.1017, 7.9803, 0.1052], [-3.4952, 7.2655, 0.8868], [-4.1837, 8.8140, -0.7265], [-4.5319, 7.1875, -1.4014], [-4.3825, 9.4269, -2.9915], [-3.9807, 7.9805, -3.9433], [-2.9789, 9.8536, -5.1452], [-1.6197, 9.0879, -4.2733], [-1.0823, 12.4748, -3.5497], [-1.8670, 12.0325, -5.1102], [-0.4934, 11.0836, -4.5304], [-7.3708, -4.4941, -5.8747], [-6.5568, -3.3777, -6.2129], [-7.2839, -2.1620, -6.0793], [-6.4231, -0.9451, -6.1744], [-5.8621, -0.6484, -4.9209], [-5.1520, 0.5609, -4.8523], [-4.3349, 0.5942, -3.5975], [-5.2195, 0.8841, -2.5854], [-4.6178, 0.9584, -1.3142], [-8.2834, -4.5635, -6.4714], [-7.6140, -4.4388, -4.8067], [-6.7804, -5.3926, -6.0349], [-7.7728, -2.2060, -5.1076], [-8.0603, -2.1062, -6.8752], [-6.9600, -0.0581, -6.5411], [-5.5836, -1.1049, -6.8866], [-5.8023, 1.4249, -4.8880], [-4.4569, 0.5871, -5.6806], [-3.5035, 1.3257, -3.7853], [-3.9079, -0.4229, -3.4327], [-4.0295, 0.0761, -0.9622], [-5.4083, 1.1673, -0.6035], [-3.9269, 1.8465, -1.2832], [0.7694, -5.5639, -7.0441], [-0.0347, -5.3874, -5.9140], [-0.0376, -6.5026, -5.0388], [-1.2473, -6.3502, -4.0534], [-2.4267, -6.7786, -4.6289], [-3.4860, -6.8471, -3.7239], [-4.1977, -5.4474, -3.4491], [-3.4093, -4.6723, -2.5203], [-3.9079, -3.2779, -2.5813], [0.3980, -6.3537, -7.6756], [1.7867, -5.8050, -6.7278], [0.7100, -4.6144, -7.5570], [0.8888, -6.5775, -4.4672], [-0.2108, -7.4544, -5.6049], [-1.3703, -5.3132, -3.7153], [-0.9713, -6.9479, -3.1497], [-3.1256, -7.3206, -2.8083], [-4.2142, -7.5203, -4.1758], [-5.2219, -5.4868, -3.0781], [-4.2761, -4.8815, -4.3745], [-3.2432, -2.6323, -2.0058], [-4.9151, -3.1671, -2.1875], [-3.9239, -2.9670, -3.6412], [0.0598, -1.4728, 3.9958], [-0.1434, -1.7374, 5.4024], [0.9262, -1.1986, 6.1494], [0.6845, -1.3080, 7.6095], [-0.2307, -0.3572, 8.0824], [-1.6248, -0.7398, 7.9395], [-2.4615, 0.0730, 8.8222], [-2.2745, -0.2440, 10.2300], [-2.7355, -1.5261, 10.6041], [-0.7531, -1.9115, 3.4568], [0.9868, -1.9773, 3.7047], [0.1600, -0.3758, 3.8396], [1.0958, -0.1590, 5.8839], [1.8504, -1.7320, 5.8116], [1.6074, -1.0301, 8.1557], [0.3883, -2.3079, 7.9485], [-1.8130, -1.8447, 8.0918], [-1.9067, -0.5611, 6.9049], [-3.5283, -0.0827, 8.6179], [-2.2562, 1.1413, 8.7695], [-3.8237, -1.5531, 10.3768], [-2.5474, -1.6579, 11.6787], [-2.2459, -2.3116, 10.0398], [-3.3982, 3.3104, -7.2099], [-2.2567, 4.0096, -6.8126], [-2.4689, 5.3682, -6.5353], [-1.2223, 6.0057, -5.9882], [-0.3996, 5.3642, -5.0037], [-1.0714, 5.1200, -3.8224], [-0.1695, 4.5855, -2.7451], [0.3790, 3.2896, -3.0425], [-0.5310, 2.2403, -2.9840], [-3.9220, 3.8906, -7.9909], [-4.0314, 3.2090, -6.3173], [-3.1457, 2.3103, -7.5371], [-3.2787, 5.4993, -5.7673], [-2.7372, 5.9057, -7.4399], [-1.5055, 6.9680, -5.5696], [-0.6121, 6.1524, -6.8799], [-1.9711, 4.5490, -3.9238], [-1.4158, 6.0769, -3.3693], [-0.6939, 4.5358, -1.7938], [0.6992, 5.2240, -2.5615], [-0.9290, 2.1057, -1.9777], [0.0387, 1.3406, -3.2703], [-1.4001, 2.3929, -3.6540], [4.0610, -2.0308, 3.2669], [4.9192, -1.8531, 4.4803], [5.8677, -1.0875, 4.3784], [4.5274, -2.3511, 5.5206], [3.7720, -3.0866, 3.1932], [4.5982, -1.6854, 2.3622], [3.1649, -1.4519, 3.4508], [1.5612, -4.9744, 0.1050], [1.3508, -6.0648, -0.8724], [1.4789, -7.2164, -0.5185], [1.2978, -5.7458, -2.0462], [0.8815, -4.1771, -0.1414], [2.6053, -4.6608, -0.0133], [1.3769, -5.3864, 1.0970], [0.8501, -2.9224, -3.8630], [-0.2727, -2.2314, -3.2036], [-0.4913, -2.4440, -2.0313], [-0.9432, -1.5444, -3.9655], [1.3519, -3.5568, -3.1516], [1.4624, -2.1166, -4.2650], [0.3356, -3.4577, -4.6632], [1.1326, -0.1149, 0.2158], [1.5949, -1.5408, 0.1060], [1.5064, -2.2398, 1.1153], [2.2486, -1.8292, -0.8532], [2.0070, 0.3531, 0.6581], [0.2444, -0.1999, 0.8374], [0.8481, 0.2296, -0.7765], [1.1404, -4.6185, 4.5016], [1.9517, -5.9278, 4.2161], [2.9443, -6.2061, 4.8782], [1.4197, -6.7143, 3.2614], [1.7218, -8.1613, 3.2639], [0.4479, -4.3017, 3.7106], [1.7716, -3.7528, 4.7543], [0.5212, -4.7197, 5.3960], [0.5140, -6.4013, 2.8805], [1.0700, -8.7715, 3.9228], [2.7487, -8.3049, 3.5623], [1.6042, -8.5123, 2.2332], [-1.6047, -3.7077, 0.7467], [-1.5557, -5.2196, 0.9178], [-1.0819, -5.7400, 1.9336], [-2.0961, -5.9640, -0.0545], [-2.2550, -7.4003, 0.1391], [-1.1107, -3.2791, 1.6257], [-2.6504, -3.3736, 0.6493], [-1.0946, -3.3994, -0.1572], [-2.3305, -5.4701, -0.9005], [-2.6801, -7.7936, -0.7801], [-2.8467, -7.6597, 1.0087], [-1.2241, -7.7143, 0.3174], [6.2734, -5.1749, -0.3971], [5.9240, -4.9233, -1.8963], [6.4339, -4.0695, -2.6073], [4.8145, -5.5820, -2.3385], [4.3382, -5.4711, -3.7036], [7.3028, -5.5435, -0.4209], [5.5929, -5.9225, -0.0086], [6.1792, -4.2195, 0.1283], [4.3826, -6.2306, -1.7219], [3.2697, -5.1710, -3.5879], [4.3909, -6.3492, -4.3652], [4.7776, -4.5910, -4.1500], [-3.8128, -0.9592, 2.4854], [-3.0425, 0.1673, 1.8336], [-1.9610, -0.0028, 1.2936], [-3.6227, 1.4032, 1.9201], [-4.8417, 1.7149, 2.5508], [-3.7791, -0.7897, 3.5675], [-3.2816, -1.8623, 2.2045], [-4.8685, -0.9802, 2.2393], [-3.0103, 2.0883, 1.5099], [-5.6647, 1.1497, 2.0646], [-5.0685, 2.7849, 2.4546], [-4.8566, 1.4564, 3.6191], [3.1203, 3.4208, -1.3114], [3.8278, 3.4552, 0.0426], [3.3106, 2.7816, 0.9234], [4.9158, 4.1915, 0.2665], [5.5261, 5.1411, -0.6845], [2.5595, 4.3653, -1.4740], [2.4407, 2.6018, -1.2528], [3.8121, 3.3072, -2.1635], [5.1376, 4.2302, 1.2499], [6.0933, 4.5680, -1.4256], [6.1789, 5.8248, -0.1449], [4.7147, 5.7830, -1.0530], [3.5206, 1.4594, 6.0076], [3.2479, 1.4721, 4.5488], [2.5859, 0.5927, 4.0305], [3.6620, 2.5111, 3.8085], [4.5723, 3.5511, 4.1904], [4.1051, 2.2629, 6.4726], [3.8893, 0.4776, 6.2934], [2.5430, 1.4979, 6.5064], [3.4058, 2.5202, 2.8205], [4.1166, 4.1540, 5.0010], [4.7350, 4.2018, 3.3217], [5.5282, 3.1955, 4.5787]], "lowdin_charge": [-0.1055, -0.1932, -0.1908, -0.1723, -0.1516, -0.1614, -0.2245, -0.1748, -0.1140, 0.0943, 0.0888, 0.0834, 0.1152, 0.1130, 0.1144, 0.1196, 0.1132, 0.1337, 0.1103, 0.1268, 0.0845, 0.0685, 0.0961, -0.0689, -0.2141, -0.1671, -0.2025, -0.1216, -0.1647, -0.2184, -0.2008, -0.1157, 0.0509, 0.0795, 0.0769, 0.1113, 0.1440, 0.0991, 0.1122, 0.1226, 0.1329, 0.1353, 0.1384, 0.0854, 0.0924, 0.0905, -0.1203, -0.1834, -0.2173, -0.2032, -0.1314, -0.2113, -0.2334, -0.1854, -0.0998, 0.0935, 0.0960, 0.0699, 0.1290, 0.1320, 0.1374, 0.1372, 0.1297, 0.1326, 0.1338, 0.1275, 0.0884, 0.0907, 0.0826, -0.1118, -0.1885, -0.2097, -0.2000, -0.1300, -0.2100, -0.2283, -0.1597, -0.1039, 0.0866, 0.0859, 0.0832, 0.1245, 0.1344, 0.1296, 0.1407, 0.1304, 0.1135, 0.1281, 0.1279, 0.0919, 0.0750, 0.0979, -0.1073, -0.2138, -0.1696, -0.2042, -0.1179, -0.1578, -0.1519, -0.2410, -0.0581, 0.0829, 0.0875, 0.0900, 0.1028, 0.1392, 0.1166, 0.1272, 0.0959, 0.1237, 0.1170, 0.1111, 0.0657, 0.0872, 0.0886, -0.0759, -0.1878, -0.2251, -0.1928, -0.1258, -0.2036, -0.1877, -0.1943, -0.1174, 0.0649, 0.0505, 0.0847, 0.0876, 0.1226, 0.1407, 0.1329, 0.1363, 0.1114, 0.1245, 0.1309, 0.0921, 0.0937, 0.0674, -0.1080, -0.1769, -0.2349, -0.1696, -0.0860, -0.2265, -0.1556, -0.2023, -0.1124, 0.0960, 0.0808, 0.0861, 0.1307, 0.1259, 0.1081, 0.1303, 0.1140, 0.1331, 0.0981, 0.1250, 0.0826, 0.0785, 0.0789, 0.0411, -0.4211, 0.0509, 0.0532, 0.0987, 0.0862, 0.0506, 0.0470, -0.4106, 0.0724, 0.0254, 0.0522, 0.1112, 0.0798, 0.0591, -0.4139, 0.0445, 0.0555, 0.0706, 0.0904, 0.0938, 0.0892, -0.4020, 0.0345, 0.0562, 0.0981, 0.0653, 0.0905, 0.0135, -0.5328, 0.0281, 0.0044, -0.0562, 0.0571, 0.0540, 0.0879, 0.0820, 0.0894, 0.0708, 0.0689, 0.0162, -0.5343, 0.0019, 0.0328, -0.0376, 0.0717, 0.0868, 0.0398, 0.0998, 0.0668, 0.0880, 0.0785, 0.0266, -0.5107, 0.0166, 0.0060, -0.0649, 0.0859, 0.0629, 0.0737, 0.1069, 0.0627, 0.0896, 0.0720, 0.0172, -0.5440, 0.0165, 0.0077, -0.1083, 0.0938, 0.0595, 0.0780, 0.1342, 0.0862, 0.0960, 0.0885, 0.0212, -0.5307, 0.0033, 0.0271, -0.0481, 0.0858, 0.0575, 0.0936, 0.1159, 0.0923, 0.0819, 0.0880, 0.0254, -0.5664, 0.0074, 0.0282, -0.0779, 0.0838, 0.0875, 0.0842, 0.0861, 0.0823, 0.0689, 0.0905], "lumo_ha": 0.0051, "homo_energy_ev": -8.7496, "e_tot_ev": -155376.2522, "fmax_ev_per_a": 2.552}